Here is a 2-piece molecular cluster, C17H19NO overall in a non-equilibrium geometry from the Open Molecules 2025 dataset. Energies are from the ωB97M-V functional and the def2-TZVPD basis.

Each line ends with the Mulliken charge.
Element x y z (Å)
C -0.093 1.256 -2.865  -0.61
C 1.251 0.717 -3.417  -1.06
C -0.926 0.201 -2.129  0.47
C -0.298 -0.776 -1.401  -0.11
C -2.300 0.185 -2.324  -0.56
C -1.002 -1.809 -0.808  -0.55
C -3.028 -0.879 -1.751  -0.82
C -2.387 -1.924 -1.099  0.80
O -3.026 -3.041 -0.699  -0.56
H 0.198 2.133 -2.263  0.21
H -0.683 1.685 -3.678  0.40
H 1.226 -0.356 -3.571  0.36
H 0.780 -0.887 -1.454  0.35
H -2.779 1.069 -2.713  0.37
H -0.611 -2.505 -0.072  0.20
H -4.092 -0.837 -1.974  0.38
H -2.578 -3.713 -0.226  0.30
H 2.049 0.946 -2.702  0.05
H 1.445 1.183 -4.387  0.38
C 3.291 2.082 0.363  -1.26
C 1.237 0.865 1.401  0.92
C 2.641 1.170 1.318  0.61
C 1.080 -0.133 2.391  -0.16
C 3.226 0.458 2.346  -0.81
C 0.078 1.457 0.887  0.04
C -1.146 1.044 1.301  -0.88
C -1.279 -0.057 2.175  -0.37
C -0.194 -0.702 2.702  -0.97
N 2.274 -0.249 3.033  -0.01
H 0.137 2.257 0.153  0.28
H -1.985 1.266 0.645  0.34
H -2.277 -0.306 2.526  0.41
H 4.313 2.320 0.676  0.38
H 2.774 3.049 0.359  0.33
H 4.220 0.665 2.722  0.36
H 2.460 -0.786 3.858  0.17
H -0.134 -1.527 3.400  0.42
H 3.488 1.679 -0.634  0.18

Forces on the atoms, in the same order (eV/Å):
C 0.474 0.005 0.028
C -0.439 0.365 0.048
C 0.396 1.497 -1.506
C 0.524 -1.427 0.158
C 0.495 -0.912 2.078
C -1.546 0.350 -0.400
C -0.605 0.607 -1.194
C 2.070 0.283 0.851
O -2.797 0.750 -0.857
H -0.460 -0.327 0.265
H -0.078 -0.218 -0.018
H -0.029 -0.188 -0.066
H 0.068 0.524 0.569
H -0.279 -0.195 -0.471
H 0.467 -0.091 -0.439
H 0.068 -0.595 0.426
H 1.372 -0.368 0.573
H 0.047 -0.109 -0.328
H 0.295 0.013 0.222
C 1.121 0.811 0.152
C 0.004 -0.235 0.372
C -0.194 -1.022 0.858
C -1.378 0.595 -0.015
C 0.128 1.609 -0.688
C 0.758 0.475 -0.670
C -0.595 -1.244 -0.782
C -0.595 -0.049 0.581
C 2.017 0.890 0.208
N 0.565 -0.901 -0.122
H 0.116 -0.167 -0.034
H -0.234 0.609 0.679
H 0.061 -0.359 -0.372
H -0.073 -0.008 0.352
H -0.043 -0.204 -0.510
H -0.064 -0.586 0.042
H -0.063 -0.199 -0.034
H -0.815 -0.006 0.132
H -0.761 0.028 -0.090

Its net charge is 0. The calculation puts the maximum force at 3.02 eV/Å. The value obtained for the frontier orbital gap is 0.3135 hartree. As for the energy above the lowest of the compared OMol25 structures with the same formula, charge and spin: 2.244 eV. The electronic energy is -21473.9915 eV.